C21H48O12P2S | ωB97M-V/def2-TZVPD

The geometry in XYZ format:
```
84
Properties=species:S:1:pos:R:3:forces:R:3:mulliken_charge:R:1
C -4.64632 -1.91229 -0.86619 0.400 -0.092 0.196 -0.694
O -3.57700 -1.60885 -1.73558 -0.115 0.107 0.131 -0.403
C -2.35492 -1.60090 -1.00801 -0.299 0.037 -0.836 -0.780
C -1.29654 -0.84241 -1.82251 -0.786 0.209 0.629 2.061
C -1.37089 0.66197 -1.51804 0.638 -0.056 -0.355 -1.810
C -0.32464 1.16052 -0.51038 -0.625 0.103 0.432 -0.045
C -0.12345 0.29498 0.74435 0.737 0.031 0.021 -1.001
C 1.03589 -0.73043 0.64874 -0.580 0.043 0.219 1.073
C 2.11410 -0.57749 1.72881 0.404 -0.461 -0.675 -0.776
C 3.38970 0.12547 1.24523 -0.691 -0.218 0.888 -0.883
O 3.10261 1.21491 0.35505 0.445 -0.416 -0.191 -0.089
C 3.75308 1.19345 -0.83775 0.325 0.609 -0.218 0.704
C 3.78144 -0.05812 -1.68097 0.052 -0.355 0.386 -1.132
O 4.27195 2.20012 -1.24140 -0.291 -0.028 0.004 -0.591
O -1.56182 -1.14298 -3.18063 0.395 -0.028 0.046 -0.626
C -0.45267 -0.92555 -4.02126 -0.032 -0.187 -0.526 -0.404
C 0.66232 -1.99440 -3.91044 -0.099 0.541 0.260 -0.423
C 0.23171 -3.29483 -3.24144 0.037 -0.196 -0.268 -0.277
C -0.96737 -3.98172 -3.91532 0.049 0.206 0.553 -0.623
S -1.81492 -5.08344 -2.73713 0.110 -0.788 0.136 -0.273
H -5.53112 -2.11989 -1.45890 -0.047 -0.009 -0.045 0.278
H -4.83987 -1.09160 -0.16680 -0.082 0.116 -0.078 0.311
H -4.37971 -2.77934 -0.24833 -0.244 -0.171 -0.053 0.211
H -2.55295 -1.08556 -0.06760 0.393 -0.200 0.273 0.627
H -2.04502 -2.64083 -0.86759 0.040 -0.013 0.289 -0.363
H -0.32555 -1.23823 -1.51542 0.139 0.070 -0.146 -0.461
H -1.20885 1.19788 -2.45454 -0.161 0.104 -0.018 0.397
H -2.37046 0.92003 -1.17046 -0.098 -0.048 -0.048 0.307
H -0.67299 2.13543 -0.16326 0.047 0.126 -0.139 0.463
H 0.64094 1.34569 -0.98598 0.044 -0.154 -0.099 0.069
H -1.02150 -0.23914 1.04387 -0.179 0.162 -0.004 0.115
H 0.11805 0.96644 1.56892 -0.092 0.032 0.071 0.864
H 0.62444 -1.73317 0.75661 -0.066 -0.091 -0.073 -0.225
H 1.46026 -0.66567 -0.35208 0.183 -0.055 0.024 -0.648
H 1.72807 -0.11645 2.63368 -0.176 0.131 -0.049 0.442
H 2.42152 -1.58791 2.00520 0.072 0.034 0.283 0.371
H 4.08403 -0.59610 0.81824 -0.023 0.110 -0.354 0.411
H 3.87638 0.54181 2.12769 0.235 0.200 -0.164 0.374
H 3.28270 -0.91739 -1.24463 -0.097 0.022 0.038 0.341
H 3.32797 0.17218 -2.64134 0.012 0.086 -0.052 0.286
H 4.82251 -0.32811 -1.84640 0.052 0.058 -0.132 0.427
H -0.05829 0.08630 -3.88474 0.171 -0.022 0.120 0.286
H -0.83608 -0.94483 -5.04138 -0.242 -0.013 0.029 0.466
H 1.03173 -2.19465 -4.91752 0.017 -0.053 -0.046 0.491
H 1.50339 -1.55283 -3.37118 0.100 -0.218 0.131 -0.201
H 1.08261 -3.97947 -3.27832 0.007 -0.074 0.062 0.579
H 0.01219 -3.17419 -2.18358 -0.053 0.261 0.025 -0.127
H -1.71251 -3.27269 -4.25664 0.082 0.079 -0.172 0.251
H -0.60617 -4.60132 -4.73167 -0.256 -0.039 -0.167 0.489
H -2.95374 -4.43776 -2.45930 0.101 0.411 -0.290 0.114
C -0.27890 -3.92797 5.93195 0.279 0.031 0.221 -0.711
O -0.71195 -4.48297 4.68214 -0.586 -1.504 -1.300 -0.408
P -1.44381 -3.50993 3.65526 -1.044 4.010 1.478 0.924
O -0.51822 -2.44545 3.24639 0.311 -0.337 -0.325 -0.344
O -2.62464 -2.93870 4.59758 0.402 -0.111 0.077 -0.333
C -3.29263 -3.72349 5.58124 -0.200 0.107 -0.046 -0.762
O -2.42744 -3.85211 2.44675 0.981 -2.279 0.231 -0.236
C -1.86656 -4.51548 1.29002 0.039 0.065 -0.200 -0.607
H 0.76827 -4.19087 6.05855 0.011 0.027 -0.077 0.266
H -0.38999 -2.84645 5.95828 0.001 0.018 -0.110 0.341
H -0.85426 -4.37558 6.74056 -0.052 -0.029 -0.069 0.289
H -3.22868 -3.20653 6.53870 0.014 0.019 -0.011 0.252
H -2.85718 -4.71644 5.68707 -0.035 -0.025 -0.057 0.365
H -4.34282 -3.81761 5.30742 0.012 -0.028 -0.046 0.250
H -1.43209 -5.47727 1.56035 -0.023 -0.010 0.019 0.419
H -1.11001 -3.88553 0.82317 0.014 0.017 0.066 0.174
H -2.67701 -4.68008 0.58675 -0.055 0.038 0.050 0.156
C 0.99655 8.29829 -2.00087 -0.144 0.140 -0.287 -0.711
O 1.66179 7.12196 -1.52885 1.574 -1.294 0.273 -0.346
P 1.06099 6.39991 -0.23739 -3.117 2.136 2.132 1.191
O -0.29749 5.92911 -0.52865 0.195 -0.354 -0.334 -0.673
O 1.04613 7.65147 0.79393 -0.085 -0.032 -0.440 -0.376
C 2.05328 8.65507 0.81686 -0.015 -0.003 0.235 -0.697
O 1.76884 5.41941 0.79486 1.621 -0.265 -1.814 -0.342
C 2.12935 4.09462 0.32017 -0.079 -0.071 0.047 -0.517
H 0.80438 8.16035 -3.06215 -0.034 -0.069 0.019 0.260
H 0.05761 8.47278 -1.48048 -0.022 -0.099 0.028 0.365
H 1.65265 9.15807 -1.87141 0.040 -0.057 0.047 0.276
H 1.57494 9.63043 0.72032 -0.017 -0.009 -0.002 0.244
H 2.77714 8.53738 0.01103 0.041 -0.046 0.040 0.348
H 2.57226 8.61744 1.77460 0.023 -0.045 -0.013 0.256
H 2.82214 4.15848 -0.51570 0.050 -0.025 0.028 0.336
H 1.23666 3.54586 0.02369 -0.050 0.072 0.017 0.182
H 2.61649 3.57521 1.13619 0.000 0.109 0.075 0.220
```
Forces are in eV/Å.

Output
Strongest force on any atom   4.4 eV/Å
Frontier orbital gap   0.3483 Ha
SMILES   COC[C@H](CCCCCCOC(C)=O)OCCCCS.COP(=O)(OC)OC.COP(=O)(OC)OC
E_HOMO   -8.97 eV

=====

C21H48O8S3 | ωB97M-V/def2-TZVPD

The geometry in XYZ format:
```
80
Properties=species:S:1:pos:R:3:forces:R:3:mulliken_charge:R:1
C -31.60670 6.39401 -7.40655 0.204 -0.336 0.619 -0.457
S -30.86204 4.69969 -7.72880 -1.453 -1.511 -1.859 0.522
O -31.93166 3.73056 -8.28480 0.993 1.635 1.029 -0.783
C -30.41414 4.15500 -6.02288 -1.099 0.278 -3.352 -0.119
H -31.94485 6.97506 -8.26453 -0.244 -0.973 -0.575 0.407
H -30.84266 7.07326 -7.02843 -0.135 -0.635 0.289 -0.113
H -32.41804 6.27740 -6.68807 -0.028 0.102 0.033 0.406
H -30.27538 3.07685 -5.94265 -0.208 -0.014 -0.805 0.363
H -31.24153 4.41514 -5.36270 -0.242 0.151 -1.173 0.341
H -29.44618 4.61906 -5.83365 -0.846 0.028 -1.495 -0.398
C -27.07174 14.49722 -3.72630 -0.663 -1.247 -1.091 -0.891
S -26.29814 13.28411 -4.94611 0.657 0.953 1.664 0.578
O -24.83336 13.38823 -4.62414 -0.978 -0.581 -0.421 -0.661
C -26.95425 11.74295 -4.18031 1.115 0.569 1.035 -0.522
H -27.15311 14.06703 -2.72809 0.612 0.133 -0.004 0.307
H -28.09886 14.58957 -4.07925 -0.109 0.407 -0.074 0.237
H -26.53248 15.44059 -3.81210 0.002 -0.274 0.111 0.365
H -26.64848 11.68327 -3.13577 0.067 0.350 0.099 0.689
H -26.45827 10.91340 -4.68424 0.062 0.244 -0.041 -0.173
H -28.03196 11.60608 -4.26913 0.668 1.303 0.657 0.410
C -28.54945 4.19850 -1.92241 0.469 -0.641 -0.477 -1.092
S -28.62215 4.76146 -3.70551 -0.659 0.278 2.808 0.535
O -30.03470 4.52681 -4.14201 1.948 1.203 5.975 -0.564
C -28.37459 6.51858 -3.20690 -0.041 0.320 0.067 -0.668
H -28.94392 3.18281 -1.89300 0.503 -0.244 -0.437 0.371
H -29.12199 4.65280 -1.11374 -0.168 1.029 -0.653 0.330
H -27.48722 4.24729 -1.68287 -0.006 -0.331 0.220 0.411
H -29.29653 6.92881 -2.79478 -0.217 -0.319 0.025 0.417
H -28.09279 7.17608 -4.02933 0.463 -1.079 0.451 0.095
H -27.60638 6.62365 -2.44079 0.089 -0.403 -0.033 0.544
C -27.92138 4.67014 -9.20649 -1.641 -0.181 0.175 -1.451
C -28.24936 5.96297 -8.46137 2.237 -0.023 0.718 0.824
O -28.36007 5.94775 -7.23034 0.072 -0.196 -0.984 -0.608
C -28.05135 7.28271 -9.15337 -1.857 -4.693 -2.848 -1.283
H -28.40619 4.61443 -10.18115 0.442 0.551 -0.359 0.417
H -28.46254 3.86330 -8.71226 0.663 -0.161 0.489 0.365
H -26.84709 4.49829 -9.27320 -0.056 0.098 0.026 0.349
H -27.46670 7.92407 -8.49388 -1.194 -3.109 -1.535 0.628
H -29.04946 7.71956 -9.18558 0.080 0.343 -0.567 0.321
H -27.61129 7.09856 -10.13344 -0.567 -0.058 -0.443 0.598
C -27.45413 11.36151 -8.43300 -1.655 1.709 -3.038 0.746
C -27.20261 11.54919 -9.98054 -1.975 3.273 -0.468 0.641
O -28.05947 12.03421 -10.75172 1.654 -1.679 2.119 -0.636
C -25.80924 11.36305 -10.44964 0.282 -1.073 0.121 -0.943
H -26.68828 11.85319 -7.83316 0.348 -0.208 -0.271 0.466
H -27.63445 10.30491 -8.23495 0.052 1.245 0.111 -0.850
H -28.41315 11.85326 -8.26996 0.118 0.245 0.006 0.278
H -25.28147 10.86274 -9.63770 0.800 1.283 -0.523 0.305
H -25.32952 12.25293 -10.85716 -0.261 -0.091 0.037 0.404
H -25.90854 10.56015 -11.18012 0.392 0.252 -0.603 0.258
C -31.91622 11.23106 -6.17261 -0.910 -1.846 0.777 -0.535
C -31.16249 12.38149 -6.60844 1.617 0.476 -2.547 0.921
O -30.56154 12.20632 -7.68887 -0.906 1.436 1.992 -0.604
C -31.11475 13.68711 -5.82638 -0.731 -0.795 -1.443 -1.206
H -32.15934 11.11625 -5.11629 -0.212 0.405 -0.021 0.314
H -31.37941 10.33439 -6.48234 0.013 0.016 -0.029 -0.063
H -32.80749 11.22422 -6.80006 -0.381 -0.016 0.277 0.375
H -30.40400 13.51706 -5.01766 0.115 0.579 -0.017 0.167
H -32.10444 13.94472 -5.44921 0.050 -0.262 0.388 0.384
H -30.90455 14.42640 -6.59929 0.778 0.272 0.563 0.370
C -25.91553 8.99527 -8.91258 4.072 0.443 -0.905 0.407
C -24.94249 8.97866 -7.71893 1.635 -0.852 0.383 0.881
O -23.73865 9.26545 -7.77444 -2.390 -0.091 -0.428 -0.649
C -25.46770 8.43311 -6.38502 -0.074 0.776 0.461 -0.383
H -26.45568 9.94192 -8.89823 0.501 -1.961 0.053 -1.967
H -26.47300 8.08084 -9.11544 1.600 1.024 0.209 0.396
H -25.28386 9.10775 -9.79374 0.409 -0.407 0.121 0.704
H -26.05799 7.52501 -6.50752 0.135 -0.080 0.027 0.104
H -26.11740 9.16930 -5.91172 -0.418 0.139 -0.325 -0.435
H -24.70750 8.36301 -5.60701 0.495 -0.500 -0.552 0.529
C -28.46774 10.54734 -6.08499 0.085 -0.568 -1.069 -1.617
C -28.55592 9.13407 -6.64811 2.394 0.034 -2.454 1.887
O -27.87174 8.81084 -7.71287 -4.998 5.218 10.590 -0.881
C -29.29140 8.20882 -5.76228 0.351 -0.486 0.199 -1.074
H -28.31666 10.53672 -5.00557 -1.063 -1.298 -1.219 0.853
H -29.23882 11.25059 -6.39957 -0.329 -0.629 0.298 -1.094
H -27.61521 11.03506 -6.55765 -0.015 -0.406 1.081 0.595
H -30.15030 8.71945 -5.32679 -0.353 -0.176 -0.354 0.608
H -28.70542 8.00458 -4.86617 0.148 1.060 -0.652 -0.349
H -29.39880 7.18802 -6.12907 -0.305 0.571 -0.161 -0.348
```
Forces are in eV/Å.

Output
Relative energy (zero: lowest compared OMol25 entry of this formula, charge and spin)   242.1 kcal/mol
Strongest force on any atom   12.8 eV/Å
Frontier orbital gap   0.2679 Ha
E_HOMO   -7.64 eV